No. 1
Formula: C4H8O
Source: OMol25
Level of theory: ωB97M-V with the def2-TZVPD basis set

```
13
Properties=species:S:1:pos:R:3:forces:R:3
C -1.32817 0.53921 0.81263 0.121 -0.016 -0.046
C -0.07602 -0.19959 0.36200 -0.067 -0.140 -0.358
C 0.18865 -0.21226 -1.16738 -0.183 0.126 -0.308
C 2.20928 0.02974 0.26208 0.518 -0.084 1.557
O 1.11502 0.48121 0.83750 0.452 -0.009 -0.074
H -1.42996 0.53015 1.90412 0.109 -0.026 -0.217
H -1.31566 1.58076 0.47381 0.028 -0.188 0.008
H -2.21203 0.04325 0.39108 0.201 0.109 0.035
H -0.08442 -1.21638 0.78532 0.175 0.208 -0.193
H 0.01436 -1.18795 -1.62770 -0.153 0.245 -0.044
H -0.35418 0.57932 -1.68170 -0.435 -0.147 -0.039
H 1.24592 0.08560 -1.34060 -0.771 -0.424 -0.336
H 2.02720 -1.05305 -0.01116 0.003 0.343 0.016
```
Positions in Å, forces in eV/Å.

* energy above the lowest of the compared OMol25 structures with the same formula, charge and spin: 375.4 kJ/mol
* total charge: 0
* orbital gap: 9.09 eV


No. 2
Formula: C22H26N2O7S
Source: OMol25
Level of theory: ωB97M-V with the def2-TZVPD basis set

```
58
Properties=species:S:1:pos:R:3:forces:R:3
C -1.45094 -1.24680 3.90785 -0.070 0.126 0.203
H -2.35900 -1.63550 4.36609 0.065 0.064 0.001
H -0.63936 -1.26932 4.64092 -0.013 0.022 -0.033
H -1.62687 -0.21504 3.58631 0.047 0.007 -0.016
O -1.18339 -2.09663 2.81490 0.147 -0.212 -0.291
C -0.04931 -1.89215 2.08856 0.080 -0.053 -0.146
C 0.84391 -0.84382 2.28386 -0.298 0.036 0.202
C 1.95059 -0.70631 1.46486 0.070 -0.257 -0.140
C 2.18575 -1.61169 0.43951 -0.446 -0.024 0.669
C 1.30545 -2.67612 0.25707 0.125 0.104 0.110
C 0.20389 -2.81648 1.07391 -0.101 0.033 0.196
H -0.48501 -3.63518 0.93952 -0.087 -0.114 -0.019
H 1.48842 -3.39543 -0.52871 -0.025 -0.051 -0.131
N 3.27693 -1.39146 -0.41984 0.493 0.699 -0.504
S 3.11360 -0.07591 -1.46267 -0.177 -0.408 -0.339
O 2.85082 1.08730 -0.67469 -0.251 -0.107 0.158
O 4.24589 -0.10166 -2.33409 -0.069 -0.312 -0.146
C 1.63199 -0.53570 -2.35053 0.623 0.421 0.454
C 0.43894 -0.40909 -1.68177 -0.261 0.043 -0.164
C -0.73205 -0.92853 -2.23110 0.076 -0.021 -0.129
C -0.68623 -1.54982 -3.49808 0.211 0.229 0.383
C 0.54536 -1.64952 -4.16342 -0.135 -0.050 0.019
C 1.69730 -1.16567 -3.58526 -0.082 -0.040 -0.108
H 2.65536 -1.25090 -4.07381 0.078 -0.055 -0.142
H 0.55796 -2.12645 -5.13034 0.022 -0.044 -0.107
O -1.76434 -2.05622 -4.08674 -0.267 -0.119 -0.131
H -2.54961 -1.90627 -3.51047 0.269 0.054 -0.026
C -2.00324 -0.87677 -1.48833 0.036 -0.106 -0.319
O -3.06807 -1.24638 -1.94893 0.044 0.012 0.096
O -1.85064 -0.40563 -0.25368 0.164 0.025 0.097
C -3.00597 -0.24900 0.56426 -0.784 0.069 0.204
H -2.95322 -0.98146 1.37625 0.041 0.095 -0.107
H -3.91327 -0.43519 -0.01851 0.187 0.114 0.163
C -3.07446 1.16827 1.15270 0.269 -0.605 -0.337
O -4.11582 1.62183 1.57403 -0.338 0.015 0.137
N -1.90131 1.81572 1.16163 0.563 0.210 -0.053
H -1.08222 1.35419 0.79781 -0.141 -0.080 -0.055
C -1.77938 3.21665 1.52778 -0.302 0.394 0.162
C -0.61660 3.85074 0.76436 -0.010 -0.230 -0.024
C 0.73798 3.33673 1.25013 -0.023 0.349 0.082
C 0.88596 3.55711 2.75232 0.026 -0.342 -0.046
C -0.24586 2.86610 3.50652 -0.017 0.352 0.063
C -1.59998 3.38894 3.04049 -0.006 -0.240 -0.091
H -2.41109 2.86835 3.55250 -0.064 0.069 -0.002
H -1.68145 4.45144 3.27586 -0.036 0.080 0.044
H -0.13870 3.03219 4.58042 -0.001 -0.103 0.021
H -0.19454 1.79098 3.32792 0.008 -0.105 0.041
H 1.84982 3.17100 3.08838 0.063 0.078 0.038
H 0.86020 4.62781 2.96741 0.052 0.078 0.028
H 1.53433 3.85658 0.71623 0.033 -0.092 -0.071
H 0.85567 2.27481 1.02228 0.068 -0.118 -0.047
H -0.66251 4.93110 0.91353 -0.014 0.046 -0.022
H -0.73018 3.65666 -0.30444 -0.060 0.075 -0.036
H -2.72609 3.69131 1.24037 0.179 -0.070 0.009
H 0.42062 0.09726 -0.73230 -0.100 0.009 0.147
H 3.56706 -2.20444 -0.94395 0.113 -0.070 -0.117
H 2.63270 0.11707 1.59791 0.079 0.067 0.085
H 0.69623 -0.13119 3.07902 -0.052 0.055 0.083
```
Positions in Å, forces in eV/Å.

* energy above the lowest of the compared OMol25 structures with the same formula, charge and spin: 72.0 kJ/mol
* total charge: 0
* SMILES string: COc1ccc(NS(=O)(=O)c2ccc(O)c(C(=O)OCC(=O)NC3CCCCC3)c2)cc1
* orbital gap: 8.57 eV


No. 3
Formula: C32H88N8O8
Source: OMol25
Level of theory: ωB97M-V with the def2-TZVPD basis set

```
136
Properties=species:S:1:pos:R:3:forces:R:3
C 0.83048 -1.62188 1.88978 0.874 -0.641 -0.656
C 1.01904 -0.63978 0.75061 -1.230 0.400 0.040
C 0.48848 -1.21403 -0.55899 0.556 -0.755 0.209
O 0.67966 -0.31655 -1.63475 -0.545 -0.341 0.030
C 0.09702 -0.85697 -2.81753 0.479 0.970 -0.341
N 0.28800 0.61442 1.08916 0.785 -0.306 -0.736
H 1.53921 -2.44988 1.77620 -0.088 0.001 -0.015
H -0.15878 -2.07941 1.84316 -0.167 0.312 0.517
H 1.10452 -1.12188 2.81436 -0.553 -0.084 0.207
H 2.08369 -0.43160 0.64566 -0.017 0.310 -0.029
H -0.57193 -1.49785 -0.47652 -0.132 0.377 0.189
H 0.99779 -2.17086 -0.76279 0.193 0.123 -0.149
H 0.65743 -1.74938 -3.09717 -0.418 -0.283 -0.129
H 0.19606 -0.10598 -3.60690 0.409 0.012 0.035
H -0.98548 -0.97923 -2.75002 0.058 -0.604 0.429
H 0.58863 1.28281 0.37796 -0.239 0.320 0.243
H -0.69951 0.44600 0.90030 -0.011 0.051 0.099
C -2.29910 -2.40754 -5.70901 0.892 0.978 0.655
C -2.29005 -3.90948 -5.61588 0.809 -0.663 -0.681
C -2.30641 -4.37865 -4.15940 -1.027 0.676 -0.509
O -1.31305 -3.70265 -3.43206 0.311 -0.317 0.169
C -1.11548 -4.26971 -2.14962 -0.751 -0.206 -0.194
N -3.40902 -4.49860 -6.34448 -0.330 0.241 0.465
H -2.41580 -1.94644 -6.69165 -0.656 -0.501 -0.148
H -1.30029 -2.03244 -5.45381 -0.069 -0.195 0.357
H -2.96764 -1.97355 -4.96143 -0.258 0.100 -0.325
H -1.34753 -4.25309 -6.07287 0.087 0.040 0.193
H -2.25899 -5.47158 -4.09889 0.397 -0.040 0.049
H -3.29964 -4.09343 -3.78231 -0.013 -0.101 0.191
H -0.69233 -5.27225 -2.24827 0.440 0.071 0.163
H -2.06797 -4.42301 -1.62775 -0.136 0.217 -0.032
H -0.52323 -3.58163 -1.55785 0.334 -0.180 -0.064
H -3.56147 -3.97269 -7.19246 -0.063 -0.210 -0.136
H -3.24777 -5.47190 -6.56216 -0.007 0.029 -0.122
C 4.11841 1.89287 -0.71080 0.429 0.112 0.211
C 3.29683 2.41946 -1.88278 -0.471 -1.065 -0.006
C 3.48808 1.46470 -3.09106 0.025 0.740 1.053
O 2.72006 1.97477 -4.14865 -0.185 0.116 -0.382
C 2.87909 1.28873 -5.36078 0.548 -0.081 -0.451
N 1.86983 2.42317 -1.48173 0.411 -0.222 -0.279
H 5.13514 1.56782 -0.95132 -0.040 0.180 -0.395
H 3.65113 1.00723 -0.27936 -0.253 0.058 0.091
H 4.23167 2.65509 0.06046 -0.254 -0.069 0.097
H 3.56052 3.44635 -2.13202 0.256 -0.053 -0.180
H 3.10347 0.48143 -2.78823 0.070 -0.134 -0.045
H 4.56172 1.36431 -3.29298 -0.052 0.096 -0.492
H 2.85060 0.20022 -5.24072 -0.150 -0.021 0.122
H 3.83952 1.53729 -5.83066 0.102 -0.059 0.121
H 2.11916 1.59241 -6.07971 -0.243 0.059 0.275
H 1.59366 1.43743 -1.52572 -0.179 0.302 0.165
H 1.34441 2.85423 -2.23823 -0.078 0.125 0.147
C 1.68148 4.16015 4.27404 -0.003 0.319 -0.362
C 1.31947 2.87818 3.55550 0.424 -1.412 0.804
C 1.65586 1.63709 4.43943 0.155 0.488 0.663
O 3.04083 1.38197 4.65763 0.171 0.633 -0.367
C 3.75694 1.04750 3.47925 -0.171 -0.234 0.769
N -0.07229 2.86615 3.16879 -0.776 -0.321 -0.629
H 1.56503 4.98188 3.56465 0.064 0.111 0.129
H 2.69834 4.16619 4.66777 0.019 -0.125 -0.063
H 0.99458 4.34613 5.10273 -0.023 -0.114 0.028
H 1.90153 2.73785 2.64204 -0.079 0.440 -0.126
H 1.17159 0.71120 4.10904 -0.107 0.162 -0.419
H 1.27809 1.85354 5.44214 -0.160 -0.122 -0.018
H 3.37794 0.07290 3.14669 0.248 0.051 -0.447
H 4.80182 0.97577 3.78194 -0.018 -0.201 -0.095
H 3.69655 1.80115 2.69240 -0.176 -0.061 -0.066
H -0.18029 2.06407 2.54747 0.017 0.233 -0.129
H -0.72523 2.66102 3.92232 0.427 0.282 0.418
C -4.54847 1.73315 3.43972 -0.270 -0.497 0.079
C -3.80659 1.50272 2.11792 0.471 0.800 1.153
C -4.26065 0.20463 1.46638 0.159 0.317 -0.401
O -4.26385 -0.82280 2.42535 0.464 -0.156 0.592
C -4.48266 -2.09632 1.90420 -0.240 -0.545 -0.600
N -4.05596 2.65413 1.26838 -0.121 0.090 -0.928
H -4.23347 1.06842 4.24658 0.064 -0.160 -0.240
H -5.60611 1.53446 3.24747 -0.079 0.240 0.207
H -4.42626 2.74118 3.83638 0.022 0.149 -0.325
H -2.72906 1.49516 2.35190 -0.033 -0.670 -0.020
H -3.58698 -0.03795 0.63146 0.059 -0.125 -0.007
H -5.25937 0.33374 1.02886 -0.081 0.102 0.100
H -4.36750 -2.89219 2.64151 -0.029 0.467 0.475
H -3.76199 -2.36876 1.11993 -0.065 0.304 -0.194
H -5.50171 -2.17293 1.50479 0.056 -0.066 -0.175
H -3.73086 3.49226 1.73618 -0.084 -0.058 0.175
H -3.50781 2.61343 0.39680 -0.443 -0.205 0.363
C -1.60405 -0.49216 4.46911 0.766 0.365 0.399
C -1.20782 -0.40557 5.93633 0.140 -0.645 0.925
C -1.73582 0.80729 6.69482 -1.151 0.238 0.146
O -1.26887 2.01917 6.14632 0.899 -0.106 0.069
C -1.51017 3.15870 6.94952 -0.545 -0.524 -0.038
N -1.59393 -1.66675 6.60933 -0.641 0.261 -0.052
H -2.67480 -0.61724 4.31736 -0.040 0.107 0.094
H -1.08541 -1.33071 4.00736 -0.060 -0.063 0.024
H -1.24892 0.41835 3.98534 -0.254 -0.007 -0.245
H -0.12718 -0.37641 6.10252 0.150 0.179 -0.665
H -1.51002 0.70534 7.76571 0.586 0.131 -0.044
H -2.83965 0.83682 6.71176 -0.099 -0.188 -0.359
H -1.02138 4.01429 6.49256 -0.175 0.022 -0.191
H -1.13105 3.06827 7.97265 0.122 -0.272 -0.018
H -2.59838 3.26975 7.00169 0.005 0.524 0.118
H -1.42971 -1.61833 7.61094 0.195 0.057 -0.062
H -2.60274 -1.77808 6.52221 0.058 -0.119 -0.077
C 3.97855 -2.60915 0.12019 -0.706 0.433 -0.223
C 4.80444 -3.46142 -0.83904 0.573 -0.077 0.654
C 4.25167 -3.65177 -2.24096 -0.726 -0.090 0.272
O 2.87131 -4.00265 -2.15095 0.286 0.337 -0.090
C 2.38505 -4.48834 -3.37516 -0.515 -0.878 -0.033
N 6.14419 -2.86399 -0.92255 0.229 -0.102 -0.234
H 3.28758 -3.20538 0.71650 -0.018 -0.058 -0.207
H 3.39341 -1.84752 -0.40511 -0.007 -0.186 -0.154
H 4.57330 -2.02984 0.82808 0.361 -0.257 -0.025
H 4.86908 -4.47424 -0.41625 -0.123 0.032 0.066
H 4.80328 -4.48636 -2.68770 0.078 0.090 -0.283
H 4.32442 -2.76426 -2.87510 0.349 0.146 0.105
H 2.74778 -5.51269 -3.53338 0.135 0.058 -0.163
H 2.61948 -3.90090 -4.26916 0.263 0.313 0.247
H 1.29930 -4.55973 -3.31183 0.015 0.160 0.076
H 6.46289 -2.65528 0.01445 0.002 0.090 0.033
H 6.82591 -3.52304 -1.28948 -0.149 0.053 -0.139
C -2.87045 1.10109 -3.08179 0.177 -0.426 0.043
C -1.97463 2.12233 -2.38548 -0.080 0.558 -0.705
C -1.33492 3.05582 -3.43916 0.146 -0.143 -0.106
O -0.86369 4.21081 -2.79728 -0.150 0.124 0.701
C -0.12123 5.11106 -3.57854 0.032 -0.028 -0.001
N -2.78364 2.86455 -1.41221 0.344 1.260 -1.050
H -3.24862 0.38214 -2.35311 0.223 -0.192 -0.051
H -2.33706 0.59439 -3.88981 0.070 -0.196 0.171
H -3.77232 1.49808 -3.55529 0.165 0.584 0.152
H -1.11994 1.66708 -1.87624 -0.283 -0.315 0.173
H -2.04540 3.35555 -4.22362 -0.111 -0.179 -0.018
H -0.49762 2.51360 -3.90325 -0.042 0.029 -0.195
H 0.86921 4.69141 -3.78323 0.005 0.099 -0.285
H -0.00660 6.02814 -3.00260 0.053 -0.084 0.101
H -0.64560 5.37902 -4.50256 0.085 -0.187 -0.113
H -3.42047 3.38779 -2.02803 -0.566 -0.451 0.419
H -2.21353 3.67912 -1.15188 0.216 -0.476 0.464
```
Positions in Å, forces in eV/Å.

* energy above the lowest of the compared OMol25 structures with the same formula, charge and spin: 78.5 kJ/mol
* total charge: 0
* SMILES string: COC[C@H](C)N.COC[C@H](C)N.COC[C@H](C)N.COC[C@H](C)N.COC[C@H](C)N.COC[C@H](C)N.COC[C@H](C)N.COC[C@H](C)N
* orbital gap: 8.60 eV


No. 4
Formula: C17H34N5O3
Source: OMol25
Level of theory: ωB97M-V with the def2-TZVPD basis set

```
59
Properties=species:S:1:pos:R:3:forces:R:3
C 3.97355 -1.28865 0.31746 0.840 -1.186 0.224
O 3.24157 -0.47636 -0.69511 -1.680 -1.472 2.364
C 1.83190 -0.43360 -0.18623 -0.193 0.937 0.163
C 0.72335 -0.38655 -1.43783 1.453 0.025 1.069
C 0.32613 1.19272 -1.62025 1.152 -0.539 -1.594
N -1.05635 1.57072 -1.13942 -3.566 1.555 0.068
C -1.71153 2.63849 -1.99418 -4.813 -0.588 4.360
C -3.16375 2.93903 -1.28903 6.395 -3.578 -0.425
N -3.14393 1.96487 -0.10332 2.245 0.198 -1.589
C -4.35097 1.99329 0.80459 -1.446 1.030 1.473
C -5.57822 0.99868 0.38260 -0.679 0.234 -0.120
C -5.33377 0.09973 -0.96246 -1.716 -1.000 0.428
C -4.89104 -1.44307 -0.53404 -1.117 0.833 -0.385
N -3.69232 -1.79681 -1.40258 -1.320 -2.367 0.814
C -3.20505 -3.20347 -1.10471 5.987 -1.743 -1.509
C -4.17325 -4.43676 -0.56753 -0.249 1.177 0.025
O -1.88584 -3.45692 -1.31503 -8.182 1.742 1.364
C -1.90703 1.10316 0.02023 -0.773 4.046 -3.593
C -1.51079 -0.06002 1.10356 0.327 -1.673 -0.695
N -2.47457 -0.22568 2.25634 0.740 -1.514 -0.332
H 5.11741 -1.42627 0.03575 -2.621 0.654 0.404
H 3.93252 -0.81953 1.39903 0.017 -0.843 -2.248
H 3.49490 -2.38131 0.32452 0.989 2.316 0.128
H 1.76445 0.58437 0.42880 -0.072 -2.038 -1.143
H 1.61178 -1.28885 0.58528 0.517 1.326 -1.728
H 1.29858 -0.85540 -2.36463 -1.372 1.376 1.820
H -0.19656 -1.07699 -1.21986 1.663 1.466 -0.445
H 1.09523 1.94853 -1.14001 -1.505 -1.827 -0.796
H 0.34353 1.41517 -2.79278 -0.275 -0.365 2.663
H -1.29639 3.17564 -2.95792 -0.593 -1.605 2.413
H -3.99200 3.69554 -1.62798 1.683 -1.917 1.199
H -4.78406 3.10425 0.74473 1.219 -2.423 0.008
H -4.09452 1.83644 1.95734 -0.064 0.160 -2.869
H -5.83771 0.33796 1.34126 0.593 1.222 -2.322
H -6.54576 1.65634 0.17917 2.170 -1.260 0.549
H -4.64387 0.58115 -1.77478 -1.027 -0.948 1.824
H -6.40326 -0.02428 -1.47850 2.351 0.423 1.080
H -5.81660 -2.17548 -0.71527 1.956 1.618 0.436
H -4.68063 -1.45950 0.61674 0.019 -0.096 -2.258
H -4.07982 -1.75705 -2.39350 1.054 -0.289 1.433
H -5.27922 -4.27657 -0.98047 2.494 -0.473 0.825
H -3.73310 -5.48725 -0.89204 -0.814 2.533 0.770
H -4.23719 -4.31987 0.61027 0.197 -0.457 -2.441
H -0.41569 0.02224 1.53745 -2.219 0.499 -1.309
H -1.53109 -1.09257 0.50460 0.248 2.465 0.749
H -3.06005 -1.08446 2.03160 0.865 1.593 0.413
H -1.89992 -0.54545 3.08776 -0.920 0.749 -1.286
C 7.28753 0.19916 2.28633 -0.073 0.301 -0.735
O 6.43557 -0.67340 2.17320 0.515 0.693 -0.181
N 7.62986 1.11338 1.31286 -0.239 -0.902 1.188
C 8.65141 2.11700 1.52573 -0.093 -0.046 -0.152
C 6.94705 1.07010 0.03646 -0.183 -0.244 0.097
H 7.86658 0.32047 3.21606 0.040 0.087 -0.085
H 8.20367 3.10795 1.40714 0.226 0.033 0.045
H 9.44249 1.97945 0.78279 0.053 0.185 0.139
H 9.08167 2.03511 2.52742 -0.123 -0.051 -0.160
H 5.87470 1.21127 0.20141 0.047 -0.046 -0.223
H 7.10707 0.08851 -0.41969 -0.121 0.154 -0.119
H 7.32331 1.85139 -0.62929 -0.008 -0.139 0.207
```
Positions in Å, forces in eV/Å.

* total charge: +1
* orbital gap: 7.78 eV